1.
Below is C26H31N6O5RuS as an isolated structure, with properties calculated with ωB97M-V with the def2-TZVPD basis set.

* 2S+1: 6
* highest occupied orbital energy (alpha / beta): -14.1 / -14.1 eV
* E_LUMO (alpha / beta): -5.12 / -7.86 eV
* net charge: +2
* orbital gap (alpha / beta): 9.020 / 6.204 eV

Positions of all 70 atoms, in Å:
Ru: 0.474817 -0.714758 -0.358769
C: 3.689478 -1.384552 -0.639112
N: 2.800887 -0.442012 -1.332226
C: 3.255603 0.958272 -1.279764
C: 2.305416 1.807758 -0.487255
N: 1.200641 1.378869 0.079537
C: 0.641653 2.493688 0.723109
C: -0.545039 2.635384 1.441973
C: -0.848014 3.891641 1.922973
C: -0.006157 4.992804 1.693895
C: 1.164765 4.869003 0.976227
C: 1.463622 3.596389 0.501598
N: 2.516810 3.120469 -0.272553
C: 2.910140 -2.610313 -0.282783
N: 1.610186 -2.593550 -0.063881
C: 1.273713 -3.894118 0.338901
C: 0.050230 -4.449611 0.704411
C: 0.038722 -5.783514 1.055979
C: 1.210985 -6.557224 1.044872
C: 2.428940 -6.018994 0.686330
C: 2.429010 -4.673458 0.338404
N: 3.450256 -3.817724 -0.066698
H: 4.032953 -0.917142 0.286685
H: 4.577124 -1.642402 -1.222613
H: 2.740691 -0.723080 -2.304367
H: 3.360607 1.362845 -2.288153
H: 4.246406 1.025506 -0.823267
H: -1.208439 1.796948 1.600865
H: -1.765003 4.041389 2.474517
H: -0.288933 5.960976 2.083569
H: 1.809802 5.717847 0.793535
H: 3.312172 3.654822 -0.584216
H: -0.849979 -3.853537 0.713245
H: -0.891806 -6.250621 1.348630
H: 1.156660 -7.599606 1.326647
H: 3.331040 -6.615361 0.680469
H: 4.422690 -4.060052 -0.172035
C: 0.415101 -0.312612 2.939988
O: -0.442260 -0.522606 1.809393
C: -1.587789 -1.310549 2.129636
C: -2.492410 -1.319553 0.921656
O: -1.707088 -1.679620 -0.223835
C: -2.371651 -2.531312 -1.162301
H: 0.765241 -1.270907 3.328639
H: -0.123911 0.228878 3.718026
H: 1.256543 0.285005 2.599931
H: -2.119598 -0.870518 2.977819
H: -1.268198 -2.319686 2.404414
H: -2.934772 -0.335374 0.747992
H: -3.293227 -2.045496 1.074324
H: -2.661559 -3.467510 -0.683363
H: -1.666120 -2.753163 -1.960898
H: -3.263435 -2.052011 -1.568991
N: -0.494903 0.157461 -2.472116
C: -1.308989 1.292654 -2.161499
C: -0.735610 2.560006 -2.109246
C: -1.498869 3.644043 -1.723945
C: -2.847115 3.448383 -1.438170
C: -3.437572 2.183534 -1.505733
C: -2.659865 1.106207 -1.874713
S: -3.858020 4.821793 -0.968495
O: -3.650255 4.302223 0.493365
O: -3.155453 6.036631 -1.212785
O: -5.198967 4.639585 -1.406095
H: 0.251200 0.415008 -3.108392
H: -1.043213 -0.572939 -2.912561
H: 0.308709 2.696094 -2.366200
H: -1.079747 4.639583 -1.655548
H: -4.494777 2.079202 -1.298957
H: -3.104089 0.124557 -1.970031

Cartesian forces, eV/Å:
-0.143 0.024 0.044
-0.104 -0.050 0.048
0.133 0.136 -0.103
-0.027 -0.040 0.091
0.063 -0.013 -0.002
0.087 0.064 -0.034
-0.016 -0.072 -0.021
-0.005 0.004 -0.006
0.005 -0.007 -0.006
-0.016 0.004 0.009
0.005 -0.014 0.002
0.024 0.032 -0.012
-0.041 0.021 0.041
0.069 0.068 0.043
0.025 -0.067 -0.024
0.007 0.061 -0.019
0.009 -0.015 -0.008
0.018 -0.009 0.002
-0.020 -0.007 0.009
0.005 0.016 -0.001
0.017 0.002 -0.010
-0.067 -0.061 0.030
-0.011 0.007 0.007
0.003 0.003 -0.017
-0.048 -0.053 0.017
-0.044 0.010 -0.015
0.026 -0.008 -0.040
0.004 0.008 0.000
0.001 0.008 -0.001
-0.003 -0.004 -0.003
-0.001 -0.004 -0.002
0.008 -0.009 -0.003
0.002 -0.010 -0.001
0.003 0.001 -0.001
-0.006 0.005 -0.002
0.000 0.006 -0.002
0.013 0.010 0.000
0.009 -0.015 -0.004
0.000 0.034 0.024
-0.049 0.005 -0.035
0.052 -0.029 0.049
0.032 -0.079 -0.076
-0.029 0.004 0.029
0.003 -0.002 0.001
-0.006 -0.001 0.002
-0.003 0.005 -0.006
0.022 0.011 0.011
-0.001 -0.013 -0.021
0.004 0.011 0.003
-0.007 0.001 -0.020
-0.008 -0.007 -0.006
0.003 0.004 0.003
-0.007 0.021 -0.002
0.031 0.008 0.143
-0.005 -0.020 -0.031
-0.003 0.069 -0.020
0.110 -0.043 -0.004
-0.226 0.013 0.086
0.072 0.034 -0.054
-0.034 -0.024 0.024
0.114 0.015 0.025
-0.010 0.016 -0.101
-0.028 -0.021 0.008
0.006 -0.009 0.026
-0.003 0.004 -0.032
-0.016 0.003 -0.041
-0.004 -0.002 0.003
-0.007 -0.001 -0.010
0.011 -0.015 0.007
0.001 -0.023 0.009

2.
Below is C26H31N7OS4Ti as an isolated structure, with properties calculated with ωB97M-V with the def2-TZVPD basis set.

* highest occupied orbital energy (alpha / beta): -6.3 / -6.3 eV
* E_LUMO (alpha / beta): -0.62 / -0.62 eV
* net charge: 0
* orbital gap (alpha / beta): 5.653 / 5.655 eV
* relative energy (zero: lowest compared OMol25 entry of this formula, charge and spin): 56.6 kcal per mole

Positions of all 70 atoms, in Å:
Ti: -0.406179 -0.303886 0.092631
S: -1.484159 0.793716 -2.036602
C: -0.538769 2.245828 -2.133391
C: -1.119582 3.461439 -2.502106
C: -0.403172 4.636766 -2.433261
C: 0.923138 4.627007 -2.022268
C: 1.542930 3.424218 -1.742560
C: 0.818741 2.245666 -1.790434
S: 1.640481 0.707754 -1.410274
C: 2.326862 1.093718 0.244402
C: 2.258267 -0.110834 1.143670
C: 3.281400 -0.313309 2.046132
C: 3.192617 -1.399178 2.939294
C: 2.123108 -2.228208 2.855758
C: 1.100196 -2.020948 1.862316
C: 0.060284 -2.892628 1.747637
S: -2.608576 -1.026649 0.692148
C: -3.149634 0.264623 1.719864
C: -4.280661 0.035137 2.509711
C: -4.801163 1.025861 3.314108
C: -4.185930 2.273001 3.363963
C: -3.065697 2.515385 2.599429
C: -2.530171 1.530967 1.763797
S: -1.124945 1.914548 0.831579
N: 1.202315 -0.915785 1.033501
H: -2.152016 3.455063 -2.812618
H: -0.878533 5.570628 -2.694145
H: 1.473565 5.548346 -1.917594
H: 2.590533 3.391682 -1.477882
H: 1.727467 1.928110 0.631076
H: 3.366612 1.408350 0.123567
H: 4.117638 0.366016 2.080139
H: 3.969598 -1.553520 3.676120
H: 2.007704 -3.067730 3.523954
H: -0.037940 -3.708922 2.440977
H: -0.712737 -2.783160 1.002325
H: -4.744347 -0.940811 2.461884
H: -5.694283 0.842166 3.894705
H: -4.584410 3.054357 3.996310
H: -2.580778 3.479858 2.626015
C: 1.408838 2.059712 3.904997
N: 0.380168 1.322819 4.594352
C: -0.366173 0.371954 3.973633
N: -1.225515 -0.309695 4.791746
O: -0.269223 0.122192 2.783935
H: 2.401227 1.638237 4.093008
H: 1.388857 3.104764 4.216197
H: 1.190342 1.995538 2.840323
H: 0.358052 1.390009 5.597935
H: -1.494715 0.083109 5.677629
H: -1.922038 -0.859658 4.313815
C: 2.151097 -2.979710 -5.150932
C: 0.639116 -2.898467 -5.338562
C: 0.175077 -1.445882 -5.390702
C: -0.096502 -3.669635 -4.225751
N: 0.031298 -3.019553 -2.955425
C: -0.830238 -2.215483 -2.299472
N: -0.216586 -1.798940 -1.193996
N: 1.001062 -2.369268 -1.209151
N: 1.145529 -3.084566 -2.241712
H: 2.656784 -2.465395 -5.963708
H: 2.485413 -4.014445 -5.141980
H: 2.449407 -2.514457 -4.214683
H: 0.376829 -3.388880 -6.282091
H: 0.470051 -0.906295 -4.492561
H: -0.905984 -1.381443 -5.488680
H: 0.625664 -0.943239 -6.241918
H: 0.336138 -4.667985 -4.129069
H: -1.159272 -3.756042 -4.457643
H: -1.824477 -1.973937 -2.613412

Cartesian forces, eV/Å:
-2.128 2.876 1.405
0.061 -0.652 -0.185
0.363 -0.098 -0.123
0.060 -0.196 0.009
0.092 0.043 -0.028
0.078 0.097 0.016
0.045 0.071 0.010
0.044 0.062 -0.124
-0.769 0.098 0.574
0.248 0.183 -0.130
2.343 0.666 0.511
-0.650 0.690 -1.114
-0.648 -0.830 0.358
0.725 0.420 0.307
-0.823 -1.258 0.225
0.490 0.290 -0.169
0.786 -0.247 -0.682
-0.303 0.798 0.451
0.217 -0.089 -0.229
-0.103 0.232 0.213
-0.168 -0.109 0.065
0.121 -0.104 -0.137
-0.322 -0.497 0.380
0.544 0.135 -0.638
-0.231 -0.048 -0.338
-0.159 0.055 0.050
-0.058 0.085 0.009
0.074 0.121 -0.093
0.084 0.079 0.043
0.093 -0.158 -0.026
-0.177 0.019 0.172
0.049 0.106 -0.087
-0.013 -0.082 0.044
-0.022 -0.083 0.023
0.008 -0.112 0.128
0.089 -0.168 0.134
-0.084 -0.044 0.020
-0.027 -0.062 0.053
-0.040 0.032 0.022
0.052 0.111 0.023
0.091 -0.004 -0.125
0.064 0.228 0.294
-0.164 -0.154 0.091
-0.185 -0.253 0.147
0.075 -0.050 0.592
-0.028 0.064 -0.070
0.018 -0.009 -0.050
0.056 0.087 0.060
-0.083 -0.122 -0.083
-0.064 0.030 -0.099
0.024 0.076 -0.019
-0.151 -0.019 -0.104
0.038 0.144 0.162
0.023 -0.248 -0.081
0.167 -0.379 -1.054
-1.688 1.100 1.174
0.770 -0.381 0.047
-0.328 -2.199 -2.568
0.691 -0.479 0.121
0.941 -0.285 0.246
0.058 0.060 -0.090
0.105 -0.106 0.039
0.099 0.027 0.018
-0.059 -0.048 0.106
-0.002 0.116 0.092
-0.159 0.106 -0.012
0.023 0.088 -0.076
-0.158 0.042 0.067
0.055 0.010 0.112
-0.165 0.123 -0.076

3.
Below is C26H31N7OS4Ti as an isolated structure, with properties calculated with ωB97M-V with the def2-TZVPD basis set.

* highest occupied orbital energy: -7.0 eV
* E_LUMO: 0.42 eV
* net charge: 0
* orbital gap: 7.442 eV
* relative energy (zero: lowest compared OMol25 entry of this formula, charge and spin): 0.3 kcal per mole

Positions of all 70 atoms, in Å:
Ti: 0.240551 -0.699565 -0.008143
S: 1.160625 1.581104 -0.606319
C: 2.759943 1.779634 0.072042
C: 3.271344 3.056577 0.324076
C: 4.566430 3.231586 0.777619
C: 5.398060 2.136670 0.982472
C: 4.910568 0.865308 0.733286
C: 3.601074 0.689175 0.303954
S: 2.980722 -0.953720 0.025265
C: 3.055627 -1.526733 1.734715
C: 2.236543 -0.635416 2.624661
C: 2.585437 -0.476187 3.954925
C: 1.823422 0.367153 4.750113
C: 0.755509 1.037387 4.183462
C: 0.462431 0.827682 2.840473
C: -0.667824 1.529174 2.161464
S: -1.576484 0.370037 1.096928
C: -1.457199 -1.963594 -0.569069
C: -2.812464 -2.113259 -0.302183
C: -3.535894 -3.156491 -0.882213
C: -2.908036 -4.056879 -1.737100
C: -1.555062 -3.922040 -2.021087
C: -0.848866 -2.878707 -1.432411
S: 0.865924 -2.518277 -1.626194
N: 1.177857 -0.013445 2.087549
H: 2.631067 3.912180 0.150898
H: 4.937221 4.231258 0.965859
H: 6.414843 2.274881 1.324288
H: 5.549746 0.000681 0.870281
H: 4.093299 -1.542057 2.065483
H: 2.672188 -2.547205 1.723807
H: 3.444256 -0.999017 4.352483
H: 2.068660 0.506752 5.795061
H: 0.148700 1.718008 4.764039
H: -0.250939 2.322919 1.532445
H: -1.344177 1.966988 2.894514
H: -3.324521 -1.428975 0.367242
H: -4.592654 -3.263019 -0.665945
H: -3.476423 -4.861812 -2.187543
H: -1.051538 -4.608137 -2.693421
C: -1.950254 -2.872808 2.941628
N: -1.100824 -3.843640 2.276102
C: -0.059456 -3.496716 1.506042
N: 0.637049 -4.477457 0.878128
O: 0.316420 -2.306579 1.425266
H: -2.959360 -2.911481 2.532358
H: -1.549652 -1.879168 2.754597
H: -1.979313 -3.064686 4.014587
H: -1.385938 -4.807542 2.279489
H: 0.183578 -5.368535 0.755403
H: 1.108073 -4.118954 0.042908
C: -2.606390 3.839502 -2.229972
C: -2.438827 3.544463 -3.718761
C: -1.057252 3.966467 -4.206825
C: -2.728006 2.076419 -4.047091
N: -1.778303 1.169095 -3.424132
C: -1.725684 0.722283 -2.172299
N: -0.609365 0.050446 -2.030511
N: 0.021870 0.087498 -3.220641
N: -0.668257 0.752329 -4.061930
H: -2.530062 4.911518 -2.046496
H: -1.824279 3.356364 -1.639909
H: -3.576826 3.505798 -1.855987
H: -3.195066 4.110768 -4.272413
H: -0.272415 3.442498 -3.657362
H: -0.913326 5.035969 -4.050175
H: -0.922059 3.754771 -5.268344
H: -2.662027 1.896106 -5.118794
H: -3.724062 1.789845 -3.707099
H: -2.459926 0.894788 -1.405520

Cartesian forces, eV/Å:
0.407 -0.339 -0.146
-0.058 -0.052 -0.006
-0.018 -0.079 -0.016
0.017 0.043 0.005
-0.011 0.008 -0.008
0.002 -0.009 0.001
0.031 0.005 0.018
0.032 0.018 0.008
-0.065 0.010 -0.022
0.031 -0.015 -0.093
-0.131 0.039 0.046
-0.054 0.147 0.021
0.002 -0.026 -0.066
0.107 -0.029 -0.003
-0.057 0.012 0.027
-0.030 -0.020 -0.146
-0.046 0.131 0.119
0.126 -0.101 -0.131
0.057 0.004 0.003
0.042 -0.032 -0.033
-0.088 0.028 0.053
0.077 0.028 -0.006
-0.206 0.079 0.085
0.022 0.001 -0.008
-0.002 -0.025 0.052
0.002 0.005 0.006
-0.013 0.010 0.001
0.009 -0.010 -0.001
-0.001 -0.003 -0.006
-0.022 -0.032 0.039
0.002 0.013 0.054
0.013 -0.006 -0.003
0.004 -0.003 0.003
-0.010 0.007 -0.009
-0.014 0.005 0.048
-0.008 -0.013 -0.002
-0.017 -0.003 -0.004
-0.006 -0.015 -0.009
-0.006 0.000 -0.001
-0.010 -0.006 -0.005
0.019 0.018 0.015
0.000 -0.012 0.020
-0.066 -0.024 -0.071
0.037 0.031 0.030
0.034 0.023 0.047
-0.002 0.001 0.013
-0.022 -0.023 -0.005
-0.003 0.005 0.007
0.009 -0.001 -0.025
-0.011 0.005 -0.001
-0.006 -0.015 0.003
-0.014 0.009 -0.026
-0.010 -0.015 0.012
0.014 0.004 0.006
-0.018 0.017 -0.008
0.030 -0.057 0.047
0.003 0.030 -0.021
-0.147 0.220 0.145
0.038 0.027 -0.051
-0.013 0.006 -0.013
0.009 0.004 -0.006
0.014 -0.008 0.011
-0.010 -0.008 0.003
-0.009 -0.004 0.007
0.003 0.003 -0.004
0.001 0.004 0.002
0.002 -0.004 -0.004
0.007 -0.002 0.001
0.005 0.014 -0.011
-0.002 -0.022 0.013